--- a ---
The following is a quantum chemistry calculation of 10 unconnected molecules or ions with the total composition H20O10, from the OMol25 dataset.

CARTESIAN COORDINATES (ANGSTROEM)
O  0.17  -0.18  0.18
H  0.69  0.07  0.95
H  -0.67  -0.48  0.56
O  -0.43  2.55  1.48
H  -1.08  2.25  2.13
H  -0.14  1.75  1.05
O  1.91  0.80  3.66
H  2.52  1.47  3.34
H  1.20  0.79  3.01
O  2.36  1.87  0.37
H  1.91  1.05  0.12
H  2.56  2.30  -0.46
O  -0.39  -2.70  -1.91
H  -0.83  -3.30  -2.52
H  -1.11  -2.24  -1.47
O  0.00  -1.73  3.75
H  -0.17  -2.55  3.29
H  -0.36  -1.88  4.63
O  3.46  -2.20  -1.20
H  3.16  -1.65  -0.46
H  4.42  -2.09  -1.19
O  -1.41  -1.11  -2.81
H  -0.85  -0.87  -3.56
H  -2.28  -0.76  -3.04
O  -2.98  1.81  0.50
H  -3.06  1.97  -0.44
H  -2.38  1.06  0.57
O  -2.61  1.02  -3.91
H  -2.25  1.31  -3.06
H  -1.83  0.79  -4.43

2S+1: 1
HOMO-LUMO gap: 9.5 eV
highest occupied orbital energy: -9.7 eV
charge: 0

Results of the natural (NBO) charge analysis, in e, for atoms 1 through 4:
1 O -0.93
2 H 0.46
3 H 0.48
4 O -0.93

=====

--- b ---
The following is a quantum chemistry calculation of 10 unconnected molecules or ions with the total composition H20O10, from the OMol25 dataset.

CARTESIAN COORDINATES (ANGSTROEM)
O  -0.62  -1.47  -3.49
H  -0.87  -1.43  -2.56
H  -0.26  -2.35  -3.60
O  -1.93  -2.35  -0.99
H  -1.60  -2.56  -0.10
H  -2.79  -1.94  -0.85
O  2.02  1.40  1.47
H  2.83  1.40  1.99
H  2.24  0.89  0.67
O  -0.85  0.58  0.29
H  -0.98  -0.35  0.05
H  -0.09  0.58  0.89
O  0.52  3.99  1.44
H  0.64  4.26  2.35
H  1.15  3.26  1.32
O  -0.79  -2.89  1.57
H  -1.13  -2.70  2.46
H  -0.22  -3.65  1.69
O  -0.37  2.98  -1.27
H  -0.30  2.06  -0.97
H  0.21  3.03  -2.04
O  2.26  0.26  -1.01
H  2.04  -0.68  -0.91
H  2.70  0.35  -1.86
O  1.93  -2.51  -0.54
H  1.07  -2.68  -0.14
H  2.54  -3.12  -0.12
O  -3.16  2.25  1.31
H  -2.45  1.63  1.09
H  -3.75  1.75  1.89

2S+1: 1
HOMO-LUMO gap: 9.3 eV
highest occupied orbital energy: -9.9 eV
charge: 0

Results of the natural (NBO) charge analysis, in e, for atoms 1 through 4:
1 O -0.95
2 H 0.48
3 H 0.46
4 O -0.98

=====

The winner here is b, beating the second structure by 2.574 eV.

=====

--- a ---
The following is a quantum chemistry calculation of 10 unconnected molecules or ions with the total composition H20O10, from the OMol25 dataset.

CARTESIAN COORDINATES (ANGSTROEM)
O  -0.21  -0.57  -0.92
H  -0.19  0.40  -0.88
H  -1.08  -0.77  -1.26
O  -5.59  -0.04  -0.91
H  -4.78  -0.51  -1.15
H  -6.29  -0.64  -1.17
O  3.65  -1.26  -2.01
H  4.23  -2.00  -2.21
H  4.24  -0.49  -2.03
O  -4.78  -2.37  1.05
H  -5.14  -3.24  1.25
H  -4.96  -2.25  0.11
O  1.20  3.95  0.55
H  1.98  4.51  0.49
H  0.80  4.20  1.39
O  -0.87  0.10  2.54
H  -1.53  -0.50  2.17
H  -1.31  0.96  2.53
O  -2.20  2.76  -2.27
H  -2.76  3.31  -2.83
H  -2.80  2.40  -1.62
O  2.34  1.31  2.41
H  2.74  0.81  3.14
H  1.57  0.79  2.17
O  2.63  -3.34  0.02
H  1.68  -3.40  0.13
H  2.97  -3.16  0.90
O  5.15  -0.09  -0.57
H  4.26  0.20  -0.36
H  5.07  -1.05  -0.67

2S+1: 1
HOMO-LUMO gap: 10.2 eV
highest occupied orbital energy: -10.3 eV
charge: 0

Results of the natural (NBO) charge analysis, in e, for atoms 1 through 4:
1 O -0.93
2 H 0.48
3 H 0.46
4 O -0.93

=====

--- b ---
The following is a quantum chemistry calculation of 10 unconnected molecules or ions with the total composition H20O10, from the OMol25 dataset.

CARTESIAN COORDINATES (ANGSTROEM)
O  0.25  1.95  -3.01
H  0.42  1.30  -3.71
H  -0.70  2.10  -3.02
O  -3.29  -2.16  1.33
H  -3.38  -2.27  0.39
H  -3.82  -1.48  1.75
O  0.28  2.75  -0.20
H  -0.16  2.26  -0.91
H  -0.04  3.65  -0.13
O  2.98  -2.68  -0.58
H  3.53  -1.97  -0.21
H  2.38  -2.15  -1.13
O  1.00  -1.71  -2.71
H  0.64  -0.92  -2.28
H  1.27  -1.64  -3.62
O  2.31  0.45  2.48
H  2.92  1.11  2.12
H  2.22  0.77  3.38
O  2.79  1.82  0.03
H  1.94  2.15  0.43
H  2.37  1.26  -0.64
O  -0.61  -1.96  1.24
H  -0.55  -1.70  0.32
H  -0.98  -2.85  1.30
O  -2.61  -0.17  2.88
H  -1.80  -0.09  2.34
H  -2.10  -0.88  3.32
O  -2.13  1.00  -0.60
H  -2.21  0.48  0.20
H  -2.90  1.56  -0.73

2S+1: 1
HOMO-LUMO gap: 10.3 eV
highest occupied orbital energy: -10.6 eV
charge: 0

Results of the natural (NBO) charge analysis, in e, for atoms 1 through 4:
1 O -0.95
2 H 0.48
3 H 0.47
4 O -0.98

=====

The winner here is b, beating the second structure by 0.236 eV.

=====

--- a ---
The following is a quantum chemistry calculation of 10 unconnected molecules or ions with the total composition H20O10, from the OMol25 dataset.

CARTESIAN COORDINATES (ANGSTROEM)
O  -0.22  0.83  -0.11
H  0.24  0.07  -0.49
H  -0.69  1.22  -0.85
O  4.28  -0.29  -2.33
H  4.09  -0.47  -1.40
H  4.86  -1.01  -2.59
O  0.92  -4.21  1.75
H  1.13  -3.99  0.84
H  1.73  -4.59  2.10
O  0.66  0.86  3.74
H  1.59  0.64  3.65
H  0.27  0.56  2.91
O  -3.96  2.47  1.36
H  -3.55  1.67  1.01
H  -4.06  2.29  2.31
O  1.29  -2.41  -0.94
H  0.59  -1.96  -0.47
H  1.06  -3.34  -0.87
O  -3.89  4.69  0.57
H  -3.72  3.88  0.07
H  -4.84  4.83  0.45
O  0.61  -0.51  -2.47
H  0.71  0.39  -2.80
H  1.10  -1.05  -3.11
O  -1.71  -2.90  1.49
H  -2.64  -2.96  1.72
H  -1.59  -1.98  1.23
O  1.70  2.48  -2.58
H  2.21  3.13  -2.09
H  1.83  1.66  -2.08

2S+1: 1
HOMO-LUMO gap: 10.2 eV
highest occupied orbital energy: -10.3 eV
charge: 0

Results of the natural (NBO) charge analysis, in e, for atoms 1 through 4:
1 O -0.96
2 H 0.48
3 H 0.48
4 O -0.94

=====

--- b ---
The following is a quantum chemistry calculation of 10 unconnected molecules or ions with the total composition H20O10, from the OMol25 dataset.

CARTESIAN COORDINATES (ANGSTROEM)
O  21.48  3.16  5.88
H  21.01  3.98  6.06
H  22.29  3.51  5.51
O  18.10  4.45  5.43
H  18.26  5.35  5.69
H  18.75  4.32  4.73
O  22.48  0.80  6.95
H  22.28  1.72  6.68
H  21.61  0.42  6.97
O  19.89  1.25  4.64
H  20.30  1.98  5.12
H  19.15  0.91  5.12
O  20.85  -1.26  6.15
H  20.48  -1.50  5.32
H  21.72  -1.65  6.11
O  20.45  4.39  3.62
H  20.88  5.25  3.76
H  21.20  3.82  3.83
O  17.43  0.11  5.51
H  17.07  0.23  6.42
H  16.69  0.37  5.00
O  18.86  -0.32  2.54
H  19.48  -0.52  1.82
H  19.30  0.30  3.09
O  21.84  -0.30  2.88
H  22.18  -1.03  3.40
H  21.43  0.25  3.55
O  19.37  1.48  7.51
H  18.70  2.17  7.52
H  19.12  0.92  8.20

2S+1: 1
HOMO-LUMO gap: 9.9 eV
highest occupied orbital energy: -10.2 eV
charge: 0

Results of the natural (NBO) charge analysis, in e, for atoms 1 through 4:
1 O -0.94
2 H 0.49
3 H 0.48
4 O -0.96

=====

--- c ---
The following is a quantum chemistry calculation of 10 unconnected molecules or ions with the total composition H20O10, from the OMol25 dataset.

CARTESIAN COORDINATES (ANGSTROEM)
O  -0.78  -0.03  0.03
H  -0.61  0.04  -0.91
H  -1.14  0.84  0.27
O  0.77  -0.21  -3.07
H  1.29  -0.89  -2.64
H  0.56  -0.58  -3.94
O  1.10  2.80  -0.75
H  0.49  2.65  -1.48
H  1.97  2.66  -1.14
O  -5.13  1.30  0.39
H  -4.54  0.71  -0.09
H  -5.20  0.90  1.27
O  1.99  -2.33  1.09
H  1.30  -1.70  0.85
H  1.82  -2.50  2.03
O  3.54  1.44  0.72
H  2.70  1.83  0.47
H  4.18  2.16  0.62
O  -0.73  -0.33  4.07
H  -0.59  -0.14  5.00
H  -1.27  -1.13  4.06
O  -1.19  -1.56  -0.88
H  -0.26  -1.76  -0.73
H  -1.59  -1.64  -0.01
O  -3.12  0.36  1.51
H  -2.30  -0.05  1.83
H  -3.66  -0.39  1.24
O  3.61  -1.30  -3.23
H  2.73  -1.02  -3.51
H  3.63  -1.10  -2.29

2S+1: 1
HOMO-LUMO gap: 9.0 eV
highest occupied orbital energy: -9.1 eV
charge: 0

Results of the natural (NBO) charge analysis, in e, for atoms 1 through 4:
1 O -0.99
2 H 0.50
3 H 0.47
4 O -0.94

=====

The winner here is b, beating the second structure by 1.252 eV.

=====

--- a ---
The following is a quantum chemistry calculation of 10 unconnected molecules or ions with the total composition H20O10, from the OMol25 dataset.

CARTESIAN COORDINATES (ANGSTROEM)
O  -0.37  -3.57  0.10
H  0.09  -2.81  0.46
H  -0.58  -3.33  -0.81
O  -0.58  -0.61  2.89
H  -0.06  -0.30  2.13
H  0.08  -0.86  3.55
O  -1.64  1.87  -0.71
H  -1.55  2.03  -1.66
H  -2.58  1.70  -0.57
O  4.45  -0.64  -0.20
H  3.64  -0.49  -0.70
H  4.85  0.23  -0.12
O  -1.03  -2.04  -2.17
H  -0.40  -1.45  -2.60
H  -1.89  -1.61  -2.27
O  2.38  2.01  1.22
H  1.60  1.42  1.16
H  2.24  2.66  0.52
O  -2.77  -1.15  1.13
H  -2.14  -0.87  1.82
H  -3.12  -0.33  0.77
O  -2.42  3.74  1.09
H  -1.83  3.18  0.54
H  -3.19  3.20  1.27
O  1.95  -1.02  -1.96
H  2.26  -1.73  -2.54
H  1.96  -0.23  -2.52
O  0.29  0.32  0.44
H  -0.48  0.75  0.00
H  0.81  -0.07  -0.27

2S+1: 1
HOMO-LUMO gap: 9.4 eV
highest occupied orbital energy: -10.3 eV
charge: 0

Results of the natural (NBO) charge analysis, in e, for atoms 1 through 4:
1 O -0.96
2 H 0.46
3 H 0.48
4 O -0.99

=====

--- b ---
The following is a quantum chemistry calculation of 10 unconnected molecules or ions with the total composition H20O10, from the OMol25 dataset.

CARTESIAN COORDINATES (ANGSTROEM)
O  -0.13  -2.68  -0.96
H  -0.75  -2.47  -1.67
H  0.24  -3.50  -1.22
O  -0.03  2.41  -0.25
H  -0.32  2.12  -1.10
H  -0.35  3.33  -0.17
O  -2.88  2.17  1.02
H  -3.05  2.64  1.86
H  -2.53  1.29  1.26
O  -0.18  3.03  2.65
H  -0.36  2.69  1.73
H  -1.03  3.49  2.80
O  -2.30  -2.41  0.40
H  -1.46  -2.49  -0.09
H  -2.74  -3.18  -0.02
O  -1.17  0.41  2.25
H  -0.41  0.06  1.77
H  -0.82  1.19  2.74
O  2.89  1.26  0.38
H  2.81  1.79  1.16
H  2.33  0.50  0.50
O  0.54  -0.36  0.42
H  0.07  0.42  0.11
H  0.25  -1.11  -0.08
O  3.23  -2.44  -2.01
H  3.36  -3.34  -2.33
H  2.36  -2.44  -1.54
O  1.08  -0.52  -3.32
H  1.09  -1.47  -3.41
H  0.26  -0.36  -2.90

2S+1: 1
HOMO-LUMO gap: 9.7 eV
highest occupied orbital energy: -10.5 eV
charge: 0

Results of the natural (NBO) charge analysis, in e, for atoms 1 through 4:
1 O -0.94
2 H 0.49
3 H 0.50
4 O -0.96

=====

The winner here is a, beating the second structure by 0.723 eV.